This record from the OMol25 dataset describes a cluster of 2 separate species, C3H3N3OS in total in a non-equilibrium geometry. The level of theory is the ωB97M-V functional and the def2-TZVPD basis.

```
! wB97M-V def2-TZVPD RIJCOSX def2/J DEFGRID3
* xyz 0 1
C -0.81978 -1.00983 1.75531
C 0.47561 -0.67021 -1.56559
C -0.19457 0.58056 0.08631
N -0.92880 -2.05895 2.21497
N -0.53822 -0.22991 -0.97037
N 1.11288 0.78979 0.23974
O -1.14171 1.49719 0.37464
S 1.97123 -0.16670 -0.88148
H 0.49561 -1.33349 -2.51344
H 1.44413 1.72479 0.65682
H -1.87638 0.87675 0.60310
*
```

Computed properties:
- F_max: 2.7 eV/A
- Orbital gap: 0.310 Ha
- Energy relative to the best compared isomer or geometry (same formula, charge and spin): 97.85 kcal/mol

=====

This record from the OMol25 dataset describes a structure of composition C4H7NO3 in a non-equilibrium geometry. The level of theory is the ωB97M-V functional and the def2-TZVPD basis.

```
! wB97M-V def2-TZVPD RIJCOSX def2/J DEFGRID3
* xyz 0 1
C 0.12347 -0.52837 0.19228
C 1.57487 -0.71055 -0.52670
C -1.13662 -1.25761 -0.30593
C -0.85490 0.68441 -0.21842
H 0.42461 -0.91561 2.16945
H 0.44112 0.58036 1.94733
H 2.33469 -1.62737 -0.01815
H 1.31557 -0.94882 -1.62212
H 3.31810 0.43279 -0.71015
H -1.09691 -1.79667 -1.38297
H -1.37111 -2.10044 0.49458
N 0.00238 -0.26928 1.59405
O 2.32588 0.57509 -0.28193
O -2.03828 -0.09626 -0.51370
O -0.74056 1.91284 -0.06484
*
```

Computed properties:
- F_max: 5.1 eV/A
- Orbital gap: 0.387 Ha
- Energy relative to the best compared isomer or geometry (same formula, charge and spin): 111.32 kcal/mol